{
  "formula": "C26H49GeN8O3STi",
  "method": "ωB97M-V/def2-TZVPD",
  "orbital_gap_ev": [6.36, 6.22],
  "multiplicity": 2,
  "total_charge": 2,
  "relative_energy_ev": 2.380,
  "symbols": ["Ti", "C", "C", "C", "C", "O", "Ge", "O", "C", "C", "C", "C", "O", "C", "C", "C", "C", "H", "H", "H", "H", "H", "H", "H", "H", "H", "H", "H", "H", "H", "H", "H", "H", "H", "H", "H", "H", "H", "H", "H", "H", "H", "H", "H", "C", "C", "N", "C", "C", "S", "C", "C", "N", "H", "H", "H", "H", "H", "H", "H", "H", "H", "H", "H", "H", "H", "H", "N", "C", "N", "C", "N", "N", "C", "N", "C", "C", "C", "C", "C", "N", "H", "H", "H", "H", "H", "H", "H", "H"],
  "xyz": [[-0.239, -0.568, 0.125], [-1.344, 2.586, 3.655], [-0.775, 3.164, 2.358], [-1.813, 4.038, 1.657], [0.454, 4.004, 2.721], [-0.404, 2.062, 1.491], [0.830, 2.399, 0.132], [-0.078, 1.704, -1.465], [0.579, 2.169, -2.700], [1.207, 3.561, -2.510], [1.673, 1.175, -3.085], [-0.410, 2.331, -3.865], [1.551, 0.545, 0.450], [2.971, 0.491, 0.820], [3.072, 0.251, 2.325], [3.690, -0.581, 0.000], [3.686, 1.813, 0.506], [-1.512, 3.391, 4.369], [-0.629, 1.885, 4.093], [-2.298, 2.083, 3.498], [-2.031, 4.925, 2.251], [-2.749, 3.496, 1.500], [-1.432, 4.363, 0.686], [0.187, 4.758, 3.461], [0.856, 4.518, 1.847], [1.235, 3.366, 3.141], [2.071, 3.539, -1.847], [0.468, 4.252, -2.101], [1.542, 3.944, -3.472], [2.333, 0.994, -2.235], [2.270, 1.565, -3.910], [1.249, 0.219, -3.402], [-1.304, 2.865, -3.536], [-0.679, 1.386, -4.328], [0.062, 2.930, -4.642], [2.787, -0.763, 2.606], [2.428, 0.959, 2.850], [4.096, 0.406, 2.662], [3.440, -1.593, 0.296], [4.765, -0.466, 0.133], [3.465, -0.457, -1.061], [3.317, 2.634, 1.120], [3.583, 2.077, -0.548], [4.748, 1.696, 0.719], [-2.801, 0.374, 1.564], [-2.326, -0.583, 2.643], [-1.014, -1.189, 2.289], [-0.946, -2.544, 2.874], [-1.741, -3.606, 2.084], [-1.987, -3.257, 0.317], [-3.620, -2.451, 0.331], [-3.585, -1.054, -0.275], [-2.504, -0.169, 0.224], [-3.869, 0.575, 1.681], [-2.257, 1.300, 1.654], [-2.268, -0.066, 3.601], [-3.037, -1.396, 2.770], [-0.281, -0.616, 2.717], [0.085, -2.862, 2.939], [-1.330, -2.518, 3.897], [-1.204, -4.552, 2.124], [-2.724, -3.786, 2.515], [-4.292, -3.067, -0.265], [-3.995, -2.460, 1.350], [-3.470, -1.141, -1.350], [-4.551, -0.580, -0.082], [-2.503, 0.629, -0.412], [-2.230, 0.123, -2.589], [-1.324, -0.855, -2.847], [-1.319, -1.394, -4.043], [-0.427, -2.376, -4.255], [-0.345, -2.887, -5.470], [0.378, -2.861, -3.290], [0.284, -2.306, -2.119], [-0.525, -1.253, -1.816], [1.058, -2.859, -1.018], [1.835, -3.998, -1.187], [2.504, -4.532, -0.106], [2.413, -3.870, 1.113], [1.663, -2.718, 1.189], [0.956, -2.217, 0.167], [-2.758, 0.373, -3.413], [-1.802, 0.921, -2.112], [-0.942, -2.532, -6.199], [0.313, -3.621, -5.671], [1.872, -4.438, -2.173], [3.097, -5.431, -0.199], [2.951, -4.223, 1.982], [1.649, -2.144, 2.100]],
  "atomic_forces_ev_per_a": [[-0.305, 2.055, 1.051], [0.097, 0.020, -0.195], [-0.047, 0.251, 0.277], [0.090, -0.096, -0.026], [-0.019, -0.109, -0.180], [-0.046, -0.752, -0.393], [0.174, 0.731, -0.063], [-0.370, -0.258, 0.487], [0.291, 0.213, -0.269], [0.024, -0.144, 0.140], [-0.095, -0.019, 0.121], [-0.061, -0.148, 0.395], [-1.021, -0.765, -0.104], [0.416, -0.098, -0.002], [-0.107, 0.011, -0.121], [-0.121, 0.066, 0.012], [-0.212, -0.024, 0.041], [-0.014, -0.026, 0.031], [-0.012, 0.005, 0.041], [-0.014, 0.066, 0.058], [-0.030, 0.001, 0.000], [0.003, 0.010, -0.028], [-0.024, 0.047, 0.010], [-0.008, -0.001, 0.018], [0.023, 0.055, 0.074], [0.014, 0.027, 0.023], [0.003, 0.104, -0.050], [0.055, 0.063, -0.006], [-0.018, -0.033, -0.032], [0.015, 0.037, -0.065], [-0.002, -0.012, -0.019], [-0.002, -0.021, 0.009], [-0.020, -0.020, -0.043], [-0.149, -0.161, 0.016], [-0.014, -0.011, -0.003], [0.042, 0.090, 0.041], [0.033, 0.009, 0.026], [0.010, -0.026, 0.019], [0.033, -0.024, -0.022], [0.017, -0.026, -0.021], [0.043, -0.003, 0.025], [0.040, 0.051, -0.037], [0.030, 0.059, 0.024], [0.004, -0.064, 0.013], [0.027, -0.171, 0.255], [-0.234, 0.076, -0.243], [0.659, 0.429, -0.125], [-0.091, -0.256, -0.092], [0.077, 0.192, -0.221], [-0.195, -0.124, 0.193], [0.263, -0.001, -0.031], [-0.042, -0.394, 0.044], [-0.099, 0.348, -0.286], [-0.006, -0.041, -0.020], [-0.040, 0.057, -0.069], [0.042, -0.047, 0.002], [0.053, -0.037, 0.018], [-0.196, -0.034, 0.329], [0.026, 0.049, 0.071], [0.044, 0.036, 0.026], [-0.031, -0.019, 0.077], [-0.001, -0.013, 0.028], [-0.063, 0.040, 0.011], [-0.035, -0.021, 0.005], [-0.042, 0.010, 0.116], [0.003, 0.067, -0.063], [-0.244, -0.030, 0.210], [0.449, 0.347, -0.336], [-0.252, 0.166, -0.033], [0.068, -0.147, -0.084], [-0.463, 0.420, -0.032], [0.087, -0.071, 0.031], [0.462, -0.444, 0.246], [-0.731, 0.481, -0.805], [0.421, -0.683, -0.349], [0.621, -0.437, 0.650], [-0.315, 0.263, -0.320], [0.072, 0.062, 0.387], [0.111, -0.253, -0.241], [-0.228, 0.277, 0.150], [1.020, -1.323, -0.513], [0.030, 0.116, -0.081], [0.079, 0.036, -0.171], [-0.006, 0.000, 0.001], [-0.001, -0.003, 0.017], [0.025, -0.049, 0.026], [-0.005, 0.003, -0.055], [-0.034, 0.029, 0.033], [-0.034, -0.039, -0.031]],
  "mulliken_spin": [0.829, 0.000, -0.002, -0.002, 0.000, -0.037, 0.002, 0.015, 0.002, 0.001, 0.001, 0.000, 0.089, 0.000, -0.002, 0.003, -0.002, 0.000, 0.000, 0.000, 0.000, 0.000, 0.000, 0.000, 0.001, 0.000, 0.000, 0.001, -0.001, 0.000, 0.000, 0.000, 0.000, 0.000, 0.000, 0.000, 0.000, 0.000, 0.002, 0.001, -0.001, 0.000, 0.001, -0.001, 0.002, 0.002, 0.002, 0.005, -0.005, 0.009, -0.003, 0.005, 0.010, -0.001, -0.006, 0.000, -0.001, 0.002, 0.000, 0.000, -0.001, 0.000, 0.000, 0.000, 0.000, 0.001, 0.004, 0.005, 0.006, -0.002, 0.002, 0.005, 0.007, 0.036, -0.026, 0.023, -0.001, 0.013, -0.006, 0.045, -0.027, 0.000, 0.003, 0.000, 0.000, 0.000, 0.000, 0.000, -0.005]
}